The following is a DFT calculation (ωB97M-V/def2-TZVPD) of 2 unconnected molecules or ions with the total composition C3H8OS.

As for the relative energy (zero: lowest compared OMol25 entry of this formula, charge and spin): 22.81 kcal/mol. As for the multiplicity: 1. Its SMILES is C=O.CCS. Its total energy is -592.48170 Ha. The calculation puts the HOMO-LUMO gap at 9.895 eV.

Positions of all 13 atoms, in Å:
H 0.297121 0.757870 -1.283344
C 0.997782 -0.082066 -1.327795
H 0.686607 -2.174325 -0.992234
H -0.879447 2.037785 1.305526
H -2.595278 2.083691 0.519892
H 1.910546 0.296095 -0.895421
O -2.406462 1.258116 2.334887
S 0.892098 -1.313852 1.248349
H 1.111479 -0.406071 -2.359833
C 0.446751 -1.236410 -0.480797
H 2.142950 -1.771673 1.108420
C -1.958914 1.806392 1.366574
H -0.645234 -1.255554 -0.544224

Cartesian forces (eV/Å) of the 3 atoms listed first:
H 0.0694 -0.0301 -0.2010
C -0.7644 0.1993 0.7075
H 0.2999 -0.0341 0.3836

---

The following is a DFT calculation (ωB97M-V/def2-TZVPD) of a molecular structure, C30H26CrF4N8Si2.

As for the multiplicity: 4. Its total energy is -3619.40111 Ha. The calculation puts the HOMO-LUMO gap (spin up / spin down) at 7.924 / 5.177 eV. The net charge is +1.

Positions of all 71 atoms, in Å:
C 0.646506 -0.564100 -2.306877
F 1.420683 4.924013 0.004298
H -2.051818 1.928532 -1.756494
H -3.541403 -1.255630 -3.379602
H -3.239664 -1.129461 -1.684880
N -4.033386 2.265015 0.775340
C 1.504712 2.716399 -0.686869
H -2.664847 -4.230734 2.853153
H -3.718712 0.407931 1.783066
C -1.603403 -0.874242 -2.865694
H 3.141529 -1.042349 4.094882
H -2.977129 -3.418551 -0.781331
C 1.951867 4.012994 -0.801912
H -3.785649 -2.857192 0.696514
H 3.251457 -1.905390 2.558610
C 1.969735 1.689992 -1.501349
F 4.298558 3.577327 -3.504765
C -1.837194 -3.757186 3.367740
C 1.054680 -0.537220 -0.199813
C -2.918859 -3.399761 0.310989
H 1.053028 -3.406850 0.337218
C -1.020754 -2.847886 2.685003
C -3.480759 1.060085 0.958177
H -3.810089 3.781643 -0.738014
H -2.252711 -4.803121 5.194428
H -0.344847 -3.787450 6.403301
F 3.436043 1.115481 -3.254406
H 0.031572 -3.590364 -1.101492
N -2.636830 0.786088 -0.021967
C -0.062980 0.014912 -4.712800
C 0.383601 0.712995 3.627027
Cr -0.925119 -0.372328 0.122669
H 0.318793 0.582005 4.708926
N 0.769702 -0.570017 1.077429
C -2.651963 1.890513 -0.863655
H -1.952600 -1.074054 -5.018583
C 0.918094 -0.547703 -3.770040
H 0.967923 1.611706 3.418690
C -1.178527 -0.852905 -4.293472
H 2.534801 -1.738670 -1.579923
H 0.042937 0.634557 -5.588750
C -0.543093 -3.521771 5.373040
C 0.058470 -3.688514 -0.013154
C 3.030935 6.760783 -0.978060
H -0.636461 0.879303 3.262366
C 0.039710 -2.236532 3.391671
H 3.407797 -0.138295 2.604629
N 2.783185 7.624461 -0.256241
C 3.390015 5.732690 -1.888034
C 2.918241 2.048756 -2.449791
C 0.262054 -2.597905 4.723586
C 3.377824 3.341135 -2.582622
C 1.388279 0.359766 -1.362595
C -3.518410 2.811941 -0.377324
H 1.962879 -0.523334 -4.049162
N 0.127198 -1.447045 -4.653713
N 4.909441 6.544739 -3.794625
Si 1.063718 -0.799011 2.776484
Si -1.267375 -2.662672 0.825818
C -1.607646 -4.091464 4.695212
H -3.002560 -4.437410 0.645108
H -0.096580 -4.742334 0.233816
C 1.647820 -1.158300 -1.375947
H -4.707156 2.696115 1.387509
F 0.549926 2.461581 0.219279
C 2.914876 4.382972 -1.759396
N -2.918692 -1.003692 -2.632662
C 2.883629 -0.994724 3.035105
H 1.078460 -2.143811 5.278302
C 4.244642 6.152915 -2.938387
N -0.748080 -0.759384 -1.904982

Cartesian forces (eV/Å) of the 3 atoms listed first:
C -0.0432 0.0986 0.0034
F 0.0089 0.0019 -0.0026
H 0.0213 0.0009 0.0167

---

The following is a DFT calculation (ωB97M-V/def2-TZVPD) of 2 unconnected molecules or ions with the total composition C2H2Cl3NO3.

As for the relative energy (zero: lowest compared OMol25 entry of this formula, charge and spin): 76.04 kcal/mol. As for the multiplicity: 1. Its total energy is -1738.22252 Ha. The calculation puts the HOMO-LUMO gap (spin up / spin down) at 9.447 / 5.161 eV.

Positions of all 11 atoms, in Å:
Cl 0.930618 -0.701981 1.551964
N -0.352546 2.983793 1.346633
Cl -0.161934 -1.658146 -2.600994
C -0.027521 -0.515207 -0.243935
O -0.032306 3.889579 2.059672
O -1.387618 2.359317 1.158463
O 0.098912 0.598564 -0.655805
C 0.627900 -1.701637 -1.075640
Cl -1.868595 -1.054966 0.338982
H 0.504259 -2.696212 -0.690965
H 1.668831 -1.503104 -1.188375

Cartesian forces (eV/Å) of the 3 atoms listed first:
Cl -0.8410 -0.3507 0.1682
N -1.6418 -0.5091 0.1592
Cl -0.4571 -0.0952 -1.3560

---

The following is a DFT calculation (ωB97M-V/def2-TZVPD) of 2 unconnected molecules or ions with the total composition C14H16.

As for the relative energy (zero: lowest compared OMol25 entry of this formula, charge and spin): 24.77 kcal/mol. As for the multiplicity: 1. Its SMILES is Cc1ccccc1.Cc1ccccc1. Its total energy is -543.03339 Ha. The calculation puts the HOMO-LUMO gap at 9.718 eV.

Positions of all 30 atoms, in Å:
H 5.369408 -0.700528 -0.308944
H -1.097486 -1.758490 0.711457
C -2.218714 0.097878 0.265524
C 2.365431 0.426648 -2.804434
H -2.346748 0.376131 4.093395
H -4.945319 1.540250 0.570076
H 1.835322 -1.555897 0.474096
H 4.454087 0.329059 -2.287161
H -2.968309 2.394224 2.578805
H 4.815891 -2.293402 -0.735166
H 0.254117 0.621669 -2.816898
C -2.357122 0.325503 3.012665
C 3.286498 -0.807873 -0.940404
H -4.064506 2.904096 0.340110
C 1.995755 -1.098916 -0.493586
H -0.070028 -0.743764 -0.782429
C 0.914710 -0.649287 -1.225841
C -2.900866 1.153787 0.852059
H -1.640523 -1.687025 3.072362
C -2.703786 1.403902 2.225608
C -4.003396 1.834956 0.097749
H 2.501553 0.975854 -3.724328
H -4.053365 1.516400 -0.934399
C 4.503059 -1.367856 -0.249879
C -1.666761 -0.906101 1.064367
C 1.088688 0.061346 -2.410741
H 4.326819 -1.495220 0.817991
H -2.259323 -0.009784 -0.809099
C 3.458124 -0.042955 -2.085977
C -1.873218 -0.844600 2.433025

Cartesian forces (eV/Å) of the 3 atoms listed first:
H -0.1842 0.0954 -0.1988
H -0.2997 0.0597 -0.4464
C -0.3507 -0.5072 0.2332

---

The following is a DFT calculation (ωB97M-V/def2-TZVPD) of 2 unconnected molecules or ions with the total composition C2H5O3.

As for the relative energy (zero: lowest compared OMol25 entry of this formula, charge and spin): 21.90 kcal/mol. As for the multiplicity: 1. Its total energy is -304.97261 Ha. The calculation puts the HOMO-LUMO gap at 8.907 eV. The net charge is -1.

Positions of all 10 atoms, in Å:
C 0.363344 1.212003 -1.427607
H -0.003004 1.265147 -2.465264
O 0.222332 -0.982803 0.746257
O -0.695896 0.928884 -0.558511
H -0.447004 0.072684 -0.053308
C -0.272350 -1.507944 1.785887
H -0.250756 -2.621850 1.838324
O -0.784030 -0.949220 2.757506
H 1.079122 0.383550 -1.398971
H 0.788241 2.199550 -1.224312

Cartesian forces (eV/Å) of the 3 atoms listed first:
C -0.7783 -0.4222 -0.2790
H -0.0017 -0.0112 -0.0868
O 0.1865 -0.8859 0.0847

---

The following is a DFT calculation (ωB97M-V/def2-TZVPD) of a molecular structure, C31H37BN11O2W.

As for the relative energy (zero: lowest compared OMol25 entry of this formula, charge and spin): 3.70 kcal/mol. As for the multiplicity: 2. Its total energy is -2047.92872 Ha. The calculation puts the HOMO-LUMO gap (spin up / spin down) at 7.309 / 7.135 eV. The net charge is +2.

Positions of all 83 atoms, in Å:
H 0.894065 1.734149 1.172935
C 3.447674 -0.609890 2.756025
N 1.642845 -0.200409 1.244937
C -2.821842 -1.716887 -3.276189
H 4.154130 -1.315206 3.169672
N -1.265021 0.007810 0.935932
W 0.153704 -0.918984 -0.210652
C 2.495793 1.578334 2.592351
C 0.731616 -4.803893 1.073558
H -3.369696 -2.303997 -3.992039
C -1.811925 -2.160842 -2.435937
H -1.651921 4.121290 -0.870965
H 2.153879 3.097316 -3.166083
H 2.311423 -3.365893 -2.899512
C -6.099773 3.447907 -2.263084
H -1.191467 -4.060675 1.713774
N 2.094962 3.950956 2.190968
C -3.792702 4.346121 -1.414515
N -1.384250 -1.121421 -1.680008
H 3.440950 -5.429180 -1.652357
H 2.119856 5.452257 3.593988
N 0.395957 -2.596867 0.152711
B -1.828605 1.285211 -1.296529
H -4.032167 5.381127 -1.240086
H -3.264223 1.151613 3.239840
H 3.446094 0.685586 -0.626001
C -4.658218 3.329546 -1.892704
C 2.384097 -6.225917 0.034129
H 1.539266 5.935781 1.973930
H -1.823884 -4.206064 -2.972945
H -0.542474 3.361114 -2.842029
C 0.124296 2.617507 -2.438759
H 2.259404 3.726002 1.220769
O 2.666594 3.201785 4.273771
H 0.080681 -3.948060 2.931868
C 2.550029 -1.029023 1.794366
H 3.203116 -0.297669 -2.078380
C -2.587652 3.731718 -1.239084
C 3.172658 0.717214 -1.682340
H 4.058362 1.075788 3.962599
N -0.337575 1.641760 -1.655748
C 1.413685 -6.008893 1.001561
H -0.637034 -5.507965 2.559773
H -1.338854 -3.915066 -1.302496
C 3.406927 0.706357 3.180810
N -4.017425 2.180626 -1.990156
H -6.711428 2.780535 -1.656890
H 3.927084 1.298292 -2.206757
C 2.427630 2.996327 3.108875
C -2.830990 1.526442 1.108078
C 2.030725 -4.023461 -0.867550
H 1.678060 -2.109717 -1.866976
H -6.251561 3.181489 -3.308369
H -6.452078 4.466150 -2.115727
H -3.491746 2.312384 0.777582
H 2.537970 -2.055023 1.452860
H 2.902182 -7.174859 -0.000897
C -2.701943 0.926476 2.350374
H -0.215609 -3.581051 -2.625878
C -0.315178 -4.565657 2.122209
H -3.694994 0.351337 -3.366803
C -1.262543 -3.539598 -2.323053
C -2.999339 -0.375599 -2.986013
C -1.100714 -0.933461 3.223168
H 3.786434 6.590389 2.397035
H 1.177074 -6.791664 1.710638
C 1.492802 2.468821 -2.595140
C -1.702017 -0.023625 2.213164
C 2.367847 -2.971130 -1.884422
H -0.539960 -1.734031 2.744210
H -0.428216 -0.379018 3.881035
H 3.378575 -2.586371 -1.738682
N -2.134994 -0.031319 -2.028882
H -1.877105 -1.376764 3.844487
C 1.831240 1.337408 -1.872280
N -1.954868 0.981833 0.259223
C 2.689614 -5.242968 -0.895426
O 3.592021 5.683082 2.136431
C 1.635135 1.090579 1.632847
C 2.278339 5.346213 2.521242
N -2.726601 2.424890 -1.617122
C 1.062719 -3.817195 0.129473
N 0.711091 0.827755 -1.307768

Cartesian forces (eV/Å) of the 3 atoms listed first:
H -0.0067 -0.0337 0.0261
C -0.0051 0.0166 -0.0075
N 0.1102 -0.0745 -0.0782

---

> Which value of multiplicity does entry 2 give?

4

---

> multiplicity of number 4 (C14H16)?

1

---

Repeat the third record exactly.
The following is a DFT calculation (ωB97M-V/def2-TZVPD) of 2 unconnected molecules or ions with the total composition C2H2Cl3NO3.

As for the relative energy (zero: lowest compared OMol25 entry of this formula, charge and spin): 76.04 kcal/mol. As for the multiplicity: 1. Its total energy is -1738.22252 Ha. The calculation puts the HOMO-LUMO gap (spin up / spin down) at 9.447 / 5.161 eV.

Positions of all 11 atoms, in Å:
Cl 0.930618 -0.701981 1.551964
N -0.352546 2.983793 1.346633
Cl -0.161934 -1.658146 -2.600994
C -0.027521 -0.515207 -0.243935
O -0.032306 3.889579 2.059672
O -1.387618 2.359317 1.158463
O 0.098912 0.598564 -0.655805
C 0.627900 -1.701637 -1.075640
Cl -1.868595 -1.054966 0.338982
H 0.504259 -2.696212 -0.690965
H 1.668831 -1.503104 -1.188375

Cartesian forces (eV/Å) of the 3 atoms listed first:
Cl -0.8410 -0.3507 0.1682
N -1.6418 -0.5091 0.1592
Cl -0.4571 -0.0952 -1.3560